{
  "formula": "C72H78N14O24",
  "method": "the ωB97M-V functional and the def2-TZVPD basis",
  "symbols": ["C", "O", "N", "C", "C", "H", "H", "H", "H", "H", "H", "H", "C", "O", "N", "C", "C", "H", "H", "H", "H", "H", "H", "H", "C", "O", "N", "C", "C", "H", "H", "H", "H", "H", "H", "H", "C", "O", "N", "C", "C", "H", "H", "H", "H", "H", "H", "H", "C", "C", "C", "C", "C", "C", "N", "O", "O", "H", "H", "H", "H", "H", "C", "C", "C", "C", "C", "C", "N", "O", "O", "H", "H", "H", "H", "H", "C", "C", "C", "C", "C", "C", "N", "O", "O", "H", "H", "H", "H", "H", "C", "C", "C", "C", "C", "C", "N", "O", "O", "H", "H", "H", "H", "H", "C", "C", "C", "C", "C", "C", "N", "O", "O", "H", "H", "H", "H", "H", "C", "C", "C", "C", "C", "C", "N", "O", "O", "H", "H", "H", "H", "H", "C", "C", "C", "C", "C", "C", "N", "O", "O", "H", "H", "H", "H", "H", "C", "C", "C", "C", "C", "C", "N", "O", "O", "H", "H", "H", "H", "H", "C", "C", "C", "C", "C", "C", "N", "O", "O", "H", "H", "H", "H", "H", "C", "C", "C", "C", "C", "C", "N", "O", "O", "H", "H", "H", "H", "H"],
  "positions_angstrom": [[3.22804, -6.26245, -4.01521], [3.51947, -6.44326, -2.84690], [2.24946, -5.39617, -4.38538], [2.06592, -5.14543, -5.79320], [1.42491, -4.71345, -3.35399], [3.63739, -6.69007, -4.94353], [1.11521, -5.56391, -6.12353], [2.87503, -5.56241, -6.39285], [2.12824, -4.07738, -6.00172], [0.66177, -4.06581, -3.78559], [0.82178, -5.34258, -2.69936], [1.97066, -3.97983, -2.76064], [-6.13943, 4.17197, 3.86692], [-7.28053, 4.09618, 4.35079], [-5.10784, 3.55609, 4.44291], [-3.85785, 3.82587, 3.87821], [-5.07730, 2.90157, 5.72580], [-5.98656, 4.71714, 2.92267], [-3.14298, 4.29305, 4.55555], [-3.96139, 4.60241, 3.12035], [-3.44005, 2.93852, 3.40266], [-6.08050, 2.80094, 6.14000], [-4.63421, 1.90639, 5.68875], [-4.42201, 3.51943, 6.33977], [-5.30910, 4.20008, -0.99972], [-4.93306, 4.84300, -0.05654], [-5.26745, 2.85795, -1.18280], [-5.79832, 2.16824, -2.35497], [-4.62325, 2.05573, -0.17165], [-5.78963, 4.71151, -1.84810], [-6.50001, 2.70869, -2.99029], [-6.32961, 1.23491, -2.16861], [-4.95746, 1.80458, -2.94556], [-3.59364, 1.73106, -0.32199], [-4.67762, 2.55700, 0.79472], [-5.05853, 1.06865, -0.01579], [0.32272, -5.02030, 1.40523], [-0.12415, -4.38009, 0.42743], [1.51599, -5.73328, 1.37278], [2.32769, -5.88910, 0.17014], [2.09747, -6.36920, 2.55538], [-0.08646, -5.04525, 2.42707], [2.20319, -5.06357, -0.53064], [2.00545, -6.83901, -0.25639], [3.31801, -6.03801, 0.60050], [2.37377, -7.40067, 2.33670], [2.98794, -5.78461, 2.78651], [1.33024, -6.39187, 3.32930], [2.66842, 0.41307, 5.82960], [2.29817, 0.95179, 7.07843], [1.43225, 1.94037, 7.21231], [0.85452, 2.51125, 6.00777], [1.28581, 2.07998, 4.77977], [2.16709, 0.98573, 4.72634], [-0.24083, 3.52775, 6.13812], [-0.35095, 4.03833, 7.25055], [-0.87222, 3.86341, 5.15793], [3.30506, -0.45899, 5.85400], [2.62556, 0.56084, 8.03048], [1.14909, 2.35519, 8.16842], [0.88639, 2.44299, 3.84430], [2.43347, 0.50299, 3.79769], [-0.25970, 0.32553, -8.42529], [-0.49167, 1.68475, -8.59116], [-0.58595, 2.52226, -7.46955], [-0.30175, 1.97280, -6.20522], [-0.04575, 0.58323, -6.05352], [-0.07499, -0.26059, -7.19456], [-0.13768, 2.79633, -4.98499], [-0.56052, 3.93562, -5.08363], [0.25376, 2.31297, -3.92847], [-0.15973, -0.33208, -9.27614], [-0.54801, 2.03302, -9.61191], [-0.84477, 3.54510, -7.70027], [0.26258, 0.09495, -5.14088], [0.18731, -1.30489, -7.11060], [-4.79539, -5.61610, -0.45296], [-4.06898, -5.91499, 0.64365], [-3.26919, -4.91965, 1.25748], [-3.45273, -3.60073, 0.88272], [-4.27103, -3.26848, -0.23780], [-4.96201, -4.30365, -0.79031], [-2.69529, -2.45718, 1.47959], [-2.14553, -2.68888, 2.62068], [-2.55698, -1.36596, 0.83350], [-5.45490, -6.34518, -0.90004], [-3.93975, -6.93246, 0.98194], [-2.59976, -5.16707, 2.06806], [-4.46686, -2.30124, -0.67655], [-5.61903, -4.10287, -1.62362], [-3.49308, 7.34596, 1.07226], [-2.60224, 6.29221, 1.41034], [-1.71953, 6.60976, 2.47895], [-1.86490, 7.75746, 3.29034], [-2.60808, 8.77505, 2.73399], [-3.41024, 8.56097, 1.62626], [-1.04525, 7.94122, 4.50760], [-0.35833, 6.98331, 4.84088], [-1.21859, 8.95373, 5.18677], [-4.16557, 7.13902, 0.25291], [-2.47769, 5.46733, 0.72444], [-1.03353, 5.84043, 2.80132], [-2.66455, 9.76402, 3.16428], [-4.07660, 9.37775, 1.39123], [5.33465, 0.65828, -1.92104], [4.10264, 0.66527, -1.28150], [3.82508, 1.42131, -0.14427], [4.91467, 2.19019, 0.34363], [6.15953, 2.11563, -0.27845], [6.42894, 1.28554, -1.33233], [4.63124, 3.13600, 1.50553], [3.59698, 3.01089, 2.10118], [5.45674, 4.02621, 1.78003], [5.51115, 0.05065, -2.79628], [3.37105, -0.04241, -1.64255], [2.80390, 1.33864, 0.19745], [6.96475, 2.72184, 0.10954], [7.36101, 1.24685, -1.87654], [7.07408, 0.43321, 2.90046], [7.38616, -0.26201, 1.69632], [6.42790, -1.14913, 1.15391], [5.23208, -1.43938, 1.87552], [5.01951, -0.78183, 3.08725], [5.91329, 0.13944, 3.64118], [4.25898, -2.38829, 1.35839], [4.57237, -3.09762, 0.35232], [3.25131, -2.59504, 2.00214], [7.66257, 1.24580, 3.30019], [8.28109, 0.02714, 1.16538], [6.64840, -1.62873, 0.21169], [4.09934, -1.04770, 3.58625], [5.64177, 0.63899, 4.55941], [-1.72998, -0.33823, 6.22744], [-1.69647, 0.11253, 4.89210], [-2.78525, 0.02923, 4.08446], [-4.02357, -0.51471, 4.59416], [-4.04928, -0.92287, 5.93832], [-2.90356, -0.75954, 6.75872], [-5.17135, -0.71557, 3.68980], [-6.24558, -1.10243, 4.23329], [-4.99168, -0.58590, 2.51251], [-0.82910, -0.28805, 6.82099], [-0.78901, 0.56785, 4.52386], [-2.69895, 0.34419, 3.05501], [-4.90841, -1.46006, 6.31214], [-2.90014, -1.06302, 7.79520], [-1.60928, -2.68472, -3.42516], [-1.79008, -2.64670, -4.80926], [-2.34934, -1.52086, -5.41801], [-2.67812, -0.37904, -4.72501], [-2.66444, -0.46365, -3.32174], [-2.08202, -1.55868, -2.71239], [-3.27619, 0.80619, -5.37015], [-3.60883, 0.74022, -6.54220], [-3.53280, 1.81131, -4.66674], [-1.24361, -3.57222, -2.93013], [-1.55345, -3.50039, -5.42702], [-2.52853, -1.63424, -6.47700], [-3.02991, 0.30789, -2.66027], [-2.10697, -1.52559, -1.63318], [7.00960, -3.08723, -4.69980], [5.84804, -3.46232, -3.99261], [4.68774, -2.72988, -4.09500], [4.65042, -1.66749, -5.00250], [5.75281, -1.30228, -5.76707], [6.90597, -2.09004, -5.63700], [3.44234, -0.79995, -5.11042], [2.60540, -0.90356, -4.18668], [3.37732, -0.04500, -6.07349], [7.90702, -3.68480, -4.63704], [5.82508, -4.33713, -3.35970], [3.86641, -3.06886, -3.48107], [5.81486, -0.43623, -6.40933], [7.72368, -1.89171, -6.31406], [0.80386, -1.24805, -0.75395], [0.63698, -1.10656, 0.62714], [0.00128, 0.02513, 1.14403], [-0.53129, 1.04255, 0.31019], [-0.43052, 0.78972, -1.06908], [0.30203, -0.26978, -1.61190], [-1.06915, 2.32085, 0.80781], [-0.92458, 2.58951, 2.00076], [-1.57972, 3.08713, 0.04117], [1.26789, -2.13585, -1.15754], [1.02342, -1.80601, 1.35367], [0.01018, 0.18604, 2.21194], [-0.84832, 1.46635, -1.79983], [0.46521, -0.35800, -2.67585]],
  "homo_energy_ev": [-9.49, -9.49],
  "total_charge": 1,
  "lumo_ev": [-3.7, -8.3],
  "total_energy_ev": -145891.049,
  "spin_multiplicity": 2,
  "orbital_gap_ev": [5.76, 1.20]
}

=====

{
  "formula": "C72H84Cl3N12",
  "method": "the ωB97M-V functional and the def2-TZVPD basis",
  "symbols": ["C", "N", "C", "C", "C", "C", "C", "C", "C", "C", "N", "C", "C", "C", "H", "H", "H", "H", "H", "H", "H", "H", "H", "H", "H", "H", "H", "H", "C", "N", "C", "C", "C", "C", "C", "C", "C", "C", "N", "C", "C", "C", "H", "H", "H", "H", "H", "H", "H", "H", "H", "H", "H", "H", "H", "H", "C", "N", "C", "C", "C", "C", "C", "C", "C", "C", "N", "C", "C", "C", "H", "H", "H", "H", "H", "H", "H", "H", "H", "H", "H", "H", "H", "H", "C", "N", "C", "C", "C", "C", "C", "C", "C", "C", "N", "C", "C", "C", "H", "H", "H", "H", "H", "H", "H", "H", "H", "H", "H", "H", "H", "H", "C", "N", "C", "C", "C", "C", "C", "C", "C", "C", "N", "C", "C", "C", "H", "H", "H", "H", "H", "H", "H", "H", "H", "H", "H", "H", "H", "H", "C", "N", "C", "C", "C", "C", "C", "C", "C", "C", "N", "C", "C", "C", "H", "H", "H", "H", "H", "H", "H", "H", "H", "H", "H", "H", "H", "H", "Cl", "Cl", "Cl"],
  "positions_angstrom": [[-0.03776, 5.05507, -1.72466], [-0.11087, 3.60522, -1.74055], [-0.21451, 3.08311, -0.49248], [-0.05652, 1.68633, -0.43812], [0.10128, 0.86501, -1.53188], [0.15374, 1.49651, -2.76102], [0.06996, 2.89082, -2.84615], [0.08977, -0.65150, -1.50026], [0.82076, -1.38355, -2.36874], [0.76783, -2.78992, -2.32153], [0.09859, -3.43261, -1.34418], [-0.55194, -2.71678, -0.35841], [-0.61428, -1.33926, -0.49143], [0.05922, -4.93839, -1.30505], [0.89462, 5.47108, -1.34296], [-0.80786, 5.38383, -1.02683], [-0.36585, 5.52589, -2.65136], [-0.37417, 3.75788, 0.33553], [0.00721, 1.19624, 0.52218], [0.27510, 0.95435, -3.68716], [0.12922, 3.53015, -3.71457], [1.41010, -0.90821, -3.13889], [1.30968, -3.50863, -2.91841], [-1.03123, -3.17130, 0.49604], [-1.08554, -0.78017, 0.30339], [1.00079, -5.36745, -1.64777], [-0.90600, -5.22159, -1.72488], [0.04014, -5.21566, -0.25108], [-3.83221, 10.19137, 5.12014], [-5.04898, 9.54800, 4.66099], [-5.17165, 9.19762, 3.29594], [-6.39247, 8.70019, 2.83978], [-7.36072, 8.28755, 3.76340], [-7.14479, 8.56260, 5.12915], [-6.01746, 9.26531, 5.54924], [-8.65157, 7.59923, 3.32734], [-9.85967, 7.97437, 3.87819], [-10.97792, 7.34778, 3.38692], [-10.90874, 6.42108, 2.39413], [-9.70820, 5.97758, 1.91313], [-8.59059, 6.59511, 2.32844], [-12.15609, 5.80333, 1.99791], [-3.03090, 9.57764, 4.70864], [-3.83319, 10.21006, 6.20998], [-3.81619, 11.18657, 4.67583], [-4.37059, 9.43314, 2.61093], [-6.39780, 8.45048, 1.78906], [-7.74788, 8.25220, 5.96959], [-5.83311, 9.46170, 6.59511], [-9.90318, 8.76077, 4.61716], [-11.99735, 7.62901, 3.60615], [-9.72115, 5.24904, 1.11597], [-7.62198, 6.36287, 1.91099], [-12.81176, 5.67872, 2.85969], [-11.89432, 4.86130, 1.51609], [-12.65013, 6.52350, 1.34569], [6.50259, -9.51980, -2.87799], [6.39581, -10.80714, -3.55743], [7.04237, -11.00589, -4.73041], [6.99172, -12.25450, -5.29821], [6.17255, -13.31270, -4.79823], [5.49288, -13.02499, -3.63156], [5.61882, -11.80013, -2.99928], [6.15760, -14.65480, -5.40606], [6.32114, -15.80130, -4.59263], [6.38981, -17.07204, -5.14712], [6.29939, -17.26267, -6.49890], [6.01210, -16.17693, -7.28855], [6.02463, -14.87003, -6.75703], [6.31460, -18.63189, -7.03179], [5.54333, -9.02575, -2.72360], [7.14174, -8.86468, -3.46993], [6.87140, -9.64125, -1.85949], [7.67468, -10.18006, -5.02127], [7.71729, -12.58275, -6.02772], [4.81085, -13.77172, -3.25258], [5.23110, -11.58090, -2.01540], [6.43803, -15.65176, -3.52944], [6.63573, -17.94225, -4.55665], [5.95487, -16.47986, -8.32361], [5.85794, -13.99172, -7.36300], [6.82952, -19.28403, -6.32635], [6.88752, -18.59481, -7.95834], [5.27514, -18.91434, -7.19866], [-7.04773, -1.20641, 6.21991], [-6.38013, -2.46872, 6.68213], [-5.27679, -2.30233, 7.50978], [-4.52654, -3.43616, 7.83923], [-4.83908, -4.62396, 7.30046], [-6.00674, -4.78298, 6.49948], [-6.71701, -3.64253, 6.17438], [-4.01449, -5.87580, 7.62110], [-2.77650, -6.10373, 7.04440], [-2.12066, -7.37955, 7.22560], [-2.69352, -8.35475, 7.92272], [-3.81099, -8.08706, 8.60873], [-4.57387, -6.86882, 8.41996], [-1.98502, -9.68925, 8.08101], [-6.20150, -0.54635, 6.02931], [-7.71001, -0.95885, 7.04948], [-7.60017, -1.35194, 5.29162], [-4.95883, -1.31329, 7.80489], [-3.57836, -3.30074, 8.33824], [-6.33557, -5.78632, 6.27237], [-7.50466, -3.67439, 5.43615], [-2.18407, -5.48347, 6.38812], [-1.22654, -7.73365, 6.73411], [-4.06812, -8.90020, 9.27137], [-5.46254, -6.72162, 9.01577], [-2.21965, -10.23140, 7.16498], [-2.47086, -10.34945, 8.79948], [-0.92480, -9.47394, 8.21397], [8.38803, 10.75783, 0.55135], [9.28925, 11.79821, 0.93804], [10.36354, 11.35938, 1.66338], [11.42135, 12.22328, 1.94509], [11.31520, 13.55732, 1.49388], [10.19639, 13.93984, 0.73076], [9.21133, 12.99777, 0.45346], [12.40743, 14.54395, 1.90129], [12.22645, 15.97608, 1.83254], [13.26721, 16.83805, 2.08786], [14.42431, 16.34592, 2.65148], [14.63498, 15.04099, 2.89644], [13.64218, 14.16133, 2.46178], [15.30915, 17.35228, 3.20503], [7.65803, 10.53950, 1.33080], [9.00973, 9.87416, 0.40743], [7.81027, 10.93829, -0.35514], [10.38514, 10.39636, 2.15178], [12.15632, 11.83624, 2.63532], [10.20619, 14.95249, 0.35546], [8.40715, 13.15855, -0.24929], [11.32755, 16.40081, 1.41066], [13.15743, 17.90548, 1.96562], [15.61462, 14.76312, 3.25629], [13.70766, 13.08382, 2.49454], [15.97937, 16.89967, 3.93581], [14.75081, 18.14436, 3.70400], [15.80887, 17.79573, 2.34379], [-6.01717, 1.75540, -7.29777], [-5.79205, 0.41424, -6.95568], [-5.54089, 0.16110, -5.68763], [-5.45216, -1.16774, -5.21961], [-5.47258, -2.22799, -6.10516], [-5.72796, -1.92046, -7.41253], [-5.94184, -0.65396, -7.81900], [-5.34846, -3.66934, -5.63839], [-4.61038, -4.56683, -6.36330], [-4.66735, -5.91670, -6.00189], [-5.44169, -6.33079, -4.96943], [-6.00964, -5.42509, -4.18544], [-5.94216, -4.09598, -4.44933], [-5.61805, -7.80313, -4.71799], [-5.17906, 2.39899, -7.03047], [-6.86965, 2.09354, -6.70866], [-6.41723, 1.75373, -8.31170], [-5.57307, 1.03573, -5.05488], [-5.36282, -1.33464, -4.15633], [-5.89552, -2.72616, -8.11194], [-6.20467, -0.49169, -8.85389], [-4.06603, -4.34573, -7.26950], [-4.10643, -6.64345, -6.57076], [-6.57463, -5.76864, -3.33153], [-6.46209, -3.42445, -3.78216], [-6.22464, -7.95553, -3.82528], [-4.64293, -8.26688, -4.56907], [-6.18466, -8.09261, -5.60301], [-4.45258, -9.11464, 1.99684], [1.43666, 12.86539, 1.02303], [-0.72609, 3.04693, -9.37849]],
  "homo_energy_ev": -15.35,
  "total_charge": 9,
  "lumo_ev": -14.2,
  "total_energy_ev": -131370.376,
  "orbital_gap_ev": 1.10
}

=====

Q: Which formula does entry 2 have?
A: C72H84Cl3N12